A 8-piece molecular cluster, C36H86N2O8 overall at a distorted geometry, computed with ωB97M-V/def2-TZVPD.

XYZ file:
```
132
Properties=species:S:1:pos:R:3:lowdin_charge:R:1
C 17.38 -18.42 -5.29 -0.043
C 17.79 -18.75 -3.88 -0.547
C 18.71 -17.66 -3.32 -0.024
C 16.53 -18.81 -3.02 -0.128
C 16.82 -19.41 -1.63 -0.184
C 17.47 -20.78 -1.75 -0.132
C 18.71 -20.75 -2.64 -0.517
C 19.90 -20.08 -1.92 -0.013
C 19.08 -22.19 -2.92 -0.034
N 18.36 -20.08 -3.88 -0.075
O 19.47 -20.13 -4.79 -0.037
H 16.80 -19.24 -5.73 0.091
H 16.72 -17.55 -5.30 0.088
H 18.24 -18.22 -5.94 0.083
H 18.79 -17.67 -2.24 0.037
H 19.72 -17.80 -3.73 0.088
H 18.43 -16.66 -3.64 0.093
H 16.15 -17.79 -2.90 0.124
H 15.77 -19.40 -3.55 0.123
H 17.42 -18.68 -1.08 0.101
H 15.87 -19.45 -1.08 0.113
H 16.72 -21.48 -2.13 0.127
H 17.74 -21.14 -0.75 0.107
H 20.61 -19.92 -2.74 0.067
H 20.35 -20.72 -1.17 0.093
H 19.66 -19.11 -1.50 0.045
H 18.27 -22.69 -3.46 0.091
H 19.36 -22.72 -2.01 0.092
H 19.97 -22.26 -3.57 0.076
H 19.26 -20.86 -5.38 0.106
C 24.47 -17.20 -4.74 -0.038
C 24.69 -18.66 -4.47 -0.532
C 26.08 -18.89 -3.86 -0.024
C 23.62 -19.11 -3.48 -0.131
C 23.34 -20.60 -3.49 -0.172
C 22.97 -21.03 -4.89 -0.149
C 24.04 -20.72 -5.92 -0.538
C 25.16 -21.79 -5.81 -0.026
C 23.43 -20.84 -7.32 -0.033
N 24.50 -19.37 -5.73 -0.111
O 25.42 -18.97 -6.71 -0.011
H 24.56 -16.65 -3.80 0.086
H 25.25 -16.78 -5.38 0.084
H 23.48 -17.02 -5.15 0.090
H 26.28 -18.22 -3.03 0.084
H 26.26 -19.93 -3.59 0.076
H 26.86 -18.64 -4.60 0.081
H 23.93 -18.81 -2.46 0.122
H 22.68 -18.56 -3.64 0.114
H 24.17 -21.18 -3.08 0.113
H 22.50 -20.89 -2.86 0.092
H 22.00 -20.60 -5.20 0.111
H 22.77 -22.11 -4.91 0.125
H 25.61 -21.82 -4.81 0.071
H 25.97 -21.57 -6.51 0.078
H 24.77 -22.78 -6.05 0.085
H 22.77 -19.99 -7.50 0.091
H 22.86 -21.77 -7.42 0.084
H 24.21 -20.82 -8.08 0.078
H 26.27 -19.39 -6.50 0.091
C 20.11 -13.66 2.95 -0.063
C 19.06 -14.68 3.35 -0.440
C 17.82 -14.64 2.45 -0.036
O 19.63 -16.01 3.23 -0.108
H 20.45 -13.80 1.91 0.077
H 21.03 -13.68 3.54 0.068
H 19.77 -12.61 2.99 0.082
H 18.79 -14.51 4.41 0.137
H 17.92 -15.40 1.68 0.078
H 17.69 -13.66 2.00 0.076
H 16.92 -14.88 3.02 0.076
H 20.35 -16.12 3.89 0.051
C 17.76 -20.46 4.13 -0.057
C 17.81 -20.92 2.66 -0.487
C 16.92 -20.02 1.78 -0.046
O 19.13 -20.87 2.19 -0.069
H 18.17 -19.45 4.20 0.063
H 18.40 -21.11 4.74 0.076
H 16.74 -20.42 4.51 0.076
H 17.46 -21.95 2.59 0.131
H 17.21 -20.15 0.73 0.033
H 17.08 -18.97 2.03 0.080
H 15.86 -20.29 1.87 0.083
H 19.36 -19.92 2.12 0.044
C 20.63 -18.40 5.85 -0.056
C 21.76 -17.44 6.09 -0.438
C 23.10 -18.07 5.80 -0.062
O 21.57 -16.33 5.15 -0.089
H 19.63 -17.97 5.97 0.086
H 20.68 -19.24 6.54 0.092
H 20.67 -18.80 4.83 0.083
H 21.75 -17.05 7.11 0.139
H 23.89 -17.34 6.02 0.085
H 23.19 -18.35 4.75 0.060
H 23.29 -18.97 6.40 0.090
H 22.21 -15.62 5.31 0.100
C 25.78 -15.71 1.42 -0.067
C 25.35 -14.25 1.24 -0.455
C 23.86 -14.03 1.43 -0.055
O 26.01 -13.40 2.25 -0.075
H 25.23 -16.36 0.73 0.062
H 25.58 -16.09 2.42 0.079
H 26.84 -15.85 1.22 0.074
H 25.72 -13.92 0.26 0.134
H 23.27 -14.74 0.86 0.065
H 23.59 -13.01 1.14 0.082
H 23.66 -14.14 2.50 0.080
H 26.94 -13.32 2.03 0.077
C 20.94 -16.86 -0.12 -0.034
C 21.10 -18.04 0.85 -0.458
C 22.36 -18.01 1.73 -0.021
O 19.92 -18.21 1.62 -0.081
H 19.91 -16.92 -0.48 0.062
H 21.61 -17.01 -0.96 0.079
H 21.11 -15.89 0.36 0.063
H 21.17 -18.90 0.18 0.113
H 23.22 -17.61 1.19 0.062
H 22.58 -19.05 1.99 0.068
H 22.23 -17.38 2.61 0.066
H 19.78 -17.44 2.21 0.059
C 24.62 -21.46 2.75 -0.064
C 25.77 -20.49 2.63 -0.495
C 26.13 -19.86 3.97 -0.051
O 26.88 -21.26 2.12 -0.059
H 24.86 -22.25 3.46 0.087
H 24.43 -21.94 1.79 0.084
H 23.72 -20.95 3.10 0.071
H 25.51 -19.70 1.91 0.127
H 27.10 -19.35 3.91 0.077
H 26.21 -20.62 4.74 0.085
H 25.39 -19.10 4.23 0.057
H 27.63 -20.67 2.02 0.081
```

Output
E_LUMO ... 0.347 eV
Largest force on an atom ... 1.52 eV/Å
Multiplicity ... 1
Energy relative to the best compared isomer or geometry (same formula, charge and spin) ... 0.00 kJ/mol
SMILES ... CC1(C)CCCC(C)(C)N1O.CC1(C)CCCC(C)(C)N1O.CC(C)O.CC(C)O.CC(C)O.CC(C)O.CC(C)O.CC(C)O



A 3-piece molecular cluster, C3H4O4S overall at a distorted geometry, computed with ωB97M-V/def2-TZVPD.

XYZ file:
```
12
Properties=species:S:1:pos:R:3:nbo_charge:R:1
C 2.21 3.33 -0.27 1.024
C -2.41 -1.72 0.59 -0.382
C -2.54 -0.70 -0.27 -0.363
O 1.70 3.84 -1.14 -0.501
O 3.89 -1.28 -0.47 -0.807
O 1.61 -0.46 0.00 -0.809
O 2.71 2.83 0.63 -0.523
S 2.83 -1.07 0.53 1.617
H -1.77 -2.50 0.25 0.195
H -2.83 -1.57 1.45 0.183
H -3.27 0.01 -0.04 0.179
H -2.14 -0.71 -1.26 0.189
```

Output
E_LUMO ... -1.477 eV
Largest force on an atom ... 6.51 eV/Å
Multiplicity ... 1
Energy relative to the best compared isomer or geometry (same formula, charge and spin) ... 121.77 kJ/mol